1.
A 6-piece molecular cluster, C33H75BN5O5 overall, computed with the ωB97M-V functional and the def2-TZVPD basis.

Its total energy is -53795.4378 eV. Its net charge is -1. As for the HOMO energy: -0.15178 hartree. For the gap between HOMO and LUMO, the calculation gives 5.96 eV. The energy above the lowest of the compared OMol25 structures with the same formula, charge and spin is 6.949 eV.

XYZ file:
```
119
Properties=species:S:1:pos:R:3:lowdin_charge:R:1
H 6.780 -3.349 0.221 0.079
C -6.595 3.728 2.054 -0.518
C -5.169 4.012 6.336 -0.025
O 0.150 -0.002 -4.037 0.008
C 3.937 3.719 -4.761 -0.079
H 3.388 2.065 -1.527 0.101
H -0.698 0.458 -6.978 0.086
H 1.995 3.984 -6.960 0.085
H 0.274 -4.322 4.004 0.087
H -0.420 -1.515 -0.908 0.091
C 3.327 2.319 -6.773 -0.551
C -2.658 -1.413 -5.822 -0.083
H 4.991 3.867 -4.514 0.084
H 5.139 0.057 -1.089 0.112
H -0.525 0.542 -2.123 0.076
H -1.907 0.083 5.195 -0.031
H 4.881 -1.921 1.211 0.102
H 6.037 0.029 0.576 0.105
H -5.705 4.608 5.592 0.065
H -5.386 4.175 0.530 0.143
C -4.762 2.693 5.742 -0.548
H 3.463 -1.321 -1.586 0.098
H -4.287 4.551 6.693 0.077
H 0.392 2.333 1.403 0.125
H 2.460 3.231 -8.497 0.084
H 3.285 -0.941 1.436 0.105
H -1.656 -4.408 4.053 0.103
H -3.248 -3.578 -0.453 0.094
O -5.823 4.227 2.869 0.015
N 8.225 -5.608 -0.459 -0.005
H -3.220 -3.197 2.219 0.116
H -0.424 -0.490 0.728 0.100
H 1.531 -1.746 0.307 0.045
C 0.500 2.314 0.215 -0.217
H -5.836 3.840 7.185 0.077
H 3.365 3.603 -3.837 0.078
H -2.280 -1.280 -6.837 0.074
C -2.500 -1.439 0.044 -0.200
H 6.498 -3.721 -1.513 0.079
C 3.119 2.128 -0.365 -0.209
C 4.116 -1.195 0.654 -0.215
H 4.141 1.632 -5.085 0.145
H -8.732 3.626 1.999 0.082
H 6.820 -7.070 -0.839 0.082
C -2.254 -2.246 5.452 -0.302
H -3.672 3.813 2.944 0.052
C 1.692 1.278 -0.165 -0.191
H 3.567 4.584 -5.313 0.075
H -7.908 2.042 2.188 0.090
C -0.975 2.024 -0.394 -0.225
H -3.597 -0.867 -5.708 0.082
H 0.794 3.429 -0.087 0.104
C -3.354 3.845 3.989 -0.110
C -7.897 3.099 2.467 -0.005
H 1.497 -2.888 -1.264 0.079
H 0.971 0.280 -6.404 0.067
C -1.035 -0.741 -0.239 -0.209
C -0.511 -0.359 -5.008 -0.530
C -0.838 -3.107 2.293 -0.200
N -6.278 3.735 0.728 0.002
C -7.041 3.205 -0.377 -0.086
H -7.981 2.754 -0.056 0.075
C 2.071 -2.605 -0.280 -0.144
C 6.988 -6.268 -0.116 -0.081
C 3.586 -2.032 -0.663 -0.245
B -2.684 -0.670 5.710 -0.527
H -2.904 -0.983 1.047 0.123
C -0.017 -0.188 -6.418 -0.004
H -2.835 -2.475 -5.635 0.084
H -3.713 -0.484 5.140 -0.033
C -2.268 -3.621 1.680 -0.217
C 8.423 -4.296 -0.773 -0.549
H 1.562 0.664 -1.151 0.110
H -1.351 -3.444 -0.508 0.102
O 9.552 -3.896 -1.042 0.017
O 3.302 1.196 -7.270 0.010
H 7.546 -2.369 -1.044 0.088
H -2.382 -4.791 1.630 0.106
H -6.430 2.454 -0.882 0.082
H 7.100 -6.701 0.881 0.083
H 2.247 -3.518 0.439 0.082
H 0.017 -2.706 5.813 0.097
H 4.341 -2.882 -0.954 0.085
C -0.710 -2.427 4.912 -0.249
H 6.136 -5.587 -0.124 0.076
C 4.347 1.560 0.562 -0.230
H -1.762 2.086 0.499 0.113
C -1.211 0.606 -1.154 -0.233
H -3.697 1.778 4.323 0.117
H -0.321 -1.416 4.418 0.089
H 0.071 -1.163 -6.905 0.089
C -2.317 -3.090 0.098 -0.226
H -8.008 3.171 3.553 0.089
C 4.951 0.103 0.085 -0.223
H 4.071 1.590 1.722 0.128
O -5.158 1.622 6.196 0.013
N -3.925 2.704 4.665 0.026
N -1.735 -0.931 -4.822 0.009
H -0.824 -1.922 2.356 0.099
H -2.992 -2.718 4.672 0.062
H 3.634 4.250 -7.643 0.084
C 2.823 3.529 -7.509 -0.016
H -1.277 2.915 -1.125 0.107
H -2.361 -2.795 6.494 0.080
H 0.102 -3.407 1.631 0.092
C 7.230 -3.381 -0.775 -0.020
H -1.998 -1.011 -3.846 0.137
H -2.845 -0.401 6.851 -0.024
H -2.266 3.756 4.036 0.076
C -0.721 -3.697 3.846 -0.230
H 2.987 3.282 -0.145 0.100
N 3.822 2.493 -5.515 0.006
H -2.328 0.611 -1.565 0.100
H 1.826 0.544 0.766 0.101
H -3.271 -1.214 -0.838 0.099
H -3.662 4.791 4.435 0.072
H 5.248 2.333 0.444 0.104
H -7.248 4.025 -1.070 0.079
H 9.075 -6.159 -0.479 0.141
```

2.
C33H75GeN3O7P2SSeSiSnTe as an isolated structure, computed with the ωB97M-V functional and the def2-TZVPD basis.

Its total energy is -226517.3912 eV. Its net charge is +2. As for the HOMO energy: -0.47510 hartree. For the gap between HOMO and LUMO, the calculation gives 7.60 eV. The energy above the lowest of the compared OMol25 structures with the same formula, charge and spin is 0.645 eV.

XYZ file:
```
126
Properties=species:S:1:pos:R:3:lowdin_charge:R:1
H 4.843 -1.980 -6.281 0.116
H -5.128 3.550 -3.968 0.031
S -0.182 -0.392 1.333 0.096
Se -0.506 2.372 -0.863 0.756
N 0.804 0.537 -4.091 -0.175
H 5.447 -1.174 5.082 0.095
O 3.290 -3.595 0.866 -0.243
C -0.134 0.403 -5.237 -0.178
H 4.307 -0.438 -6.931 0.114
H -3.978 0.297 -3.049 0.024
O -2.609 0.830 2.710 -0.133
H -4.531 0.844 4.552 0.100
H -0.900 -3.254 6.571 0.101
C 2.858 -1.416 -5.603 -0.155
H -4.354 1.487 0.878 0.065
H 1.171 -1.808 6.336 0.104
H 2.122 -0.767 -6.080 0.090
H -5.073 0.805 -1.756 0.032
C -1.448 2.459 -2.561 -0.560
H -4.783 -1.455 1.520 0.103
H -1.617 4.334 4.968 0.103
C -4.037 0.830 -2.097 -0.209
H 5.132 -2.105 2.749 0.125
O -0.252 1.443 3.863 -0.129
H -1.713 2.723 5.686 0.091
H -2.477 3.041 4.115 0.081
C 0.346 1.463 -6.221 -0.145
H 0.380 -2.586 -5.168 0.093
H -0.036 3.131 -4.911 0.095
H -3.405 4.855 -1.153 0.031
O 2.897 -1.137 0.602 -0.521
H 1.504 2.356 -3.223 0.084
C 4.299 -1.066 -6.042 -0.140
H -0.440 1.771 -6.908 0.124
H -1.887 -1.901 -4.552 0.105
C 0.354 4.107 -0.900 -0.353
O 2.021 -0.238 -1.957 -0.489
H 4.343 -0.537 2.964 0.119
C 4.930 -0.380 -4.826 -0.162
H 4.288 -0.516 -2.720 0.104
H -3.827 2.756 -4.867 0.022
H -0.220 4.629 2.770 0.106
H 1.185 1.082 -6.809 0.111
H 1.806 2.899 4.420 0.091
H -5.478 -0.496 3.885 0.103
C -4.475 -0.071 3.957 -0.010
H -5.796 0.891 1.728 0.103
H 1.147 4.113 -0.157 0.019
C 0.824 2.584 -5.301 -0.146
H 0.945 4.316 5.053 0.100
C 4.250 -1.067 -3.653 -0.161
H 0.378 -3.860 -3.956 0.126
H -2.331 -0.395 6.426 0.092
H 6.014 -0.486 -4.798 0.120
H -1.045 -3.500 4.823 0.076
H -4.797 3.891 -0.639 0.033
H 2.560 -5.417 1.550 0.119
C -0.738 -1.453 5.413 -0.609
H -1.193 1.549 -3.099 -0.022
H -2.687 -2.319 -2.262 0.110
C 4.356 -1.571 3.296 -0.211
H -3.583 4.381 -4.190 0.029
C -4.777 1.262 1.859 -0.013
C -3.731 3.849 -0.874 -0.219
H 1.483 3.296 -5.794 0.124
H -0.130 -0.600 -5.659 0.097
H -3.287 -0.831 0.800 0.065
H 0.771 4.284 -1.889 0.028
O -1.232 -1.059 4.088 -0.193
H -1.016 3.300 -3.106 0.016
H 3.690 -1.229 5.304 0.071
C 3.492 -4.856 1.603 -0.229
H -1.155 0.620 -4.914 0.105
C -0.584 -1.750 -2.091 -0.198
C 4.623 -5.601 0.952 -0.057
C -3.933 0.227 2.571 -0.607
H -0.817 0.528 6.282 0.072
Si -1.200 0.304 3.251 -0.021
C -1.613 3.266 4.745 -0.011
C 0.013 -2.857 -4.181 -0.167
H -0.384 4.864 -0.649 0.038
H -2.395 -2.799 5.737 0.094
H 4.606 -2.731 5.094 0.090
C -0.316 2.893 4.047 -0.612
C -1.242 -0.464 6.449 -0.009
H 2.612 -2.447 -5.853 0.113
N 2.852 -1.214 -4.134 -0.169
C -0.225 3.541 2.677 -0.033
C -3.798 -1.043 1.744 -0.026
H 4.387 -5.839 -0.085 0.088
N 0.472 -1.910 -3.131 -0.162
H -0.946 -0.793 7.447 0.105
H -1.075 3.248 2.054 0.066
C -1.505 -2.799 -4.057 -0.153
H -3.230 -1.801 2.294 0.081
H 3.703 -4.620 2.644 0.115
H 5.540 -5.011 0.977 0.087
P 1.545 -0.704 -3.330 0.576
H -3.836 -0.791 4.473 0.072
O 3.048 -2.169 2.953 -0.290
C 0.781 -1.481 5.370 -0.033
Sn 1.923 0.696 -0.179 1.076
C -4.046 3.407 -4.018 -0.209
H -3.418 0.308 -1.361 -0.002
H -3.191 3.535 0.023 -0.009
H 4.685 -2.056 -3.484 0.127
P 2.593 -2.332 1.467 0.198
H -0.931 -0.713 -2.044 0.094
H 2.587 1.666 -4.432 0.112
H 4.796 -6.535 1.491 0.095
C -1.704 -2.693 -2.544 -0.147
H -1.571 -3.674 -2.086 0.118
C -1.307 -2.836 5.648 -0.016
C 1.536 1.831 -4.177 -0.166
Te 0.198 -2.738 1.578 0.937
H -1.991 -3.669 -4.496 0.123
C 4.532 -1.688 4.784 -0.052
H 4.691 0.687 -4.819 0.103
C 0.885 3.236 4.902 -0.017
H -0.196 -2.019 -1.107 -0.001
H 1.132 -2.178 4.603 0.052
H 0.809 2.754 5.880 0.093
H 1.183 -0.488 5.153 0.087
H 0.700 3.231 2.183 0.077
H -4.818 2.186 2.442 0.098
Ge -3.402 2.646 -2.360 0.737
```